[1]
# C10H17P

A cluster of 2 separate species, C10H17P in total (ωB97M-V/def2-TZVPD, the OMol25 dataset).

```
! RIJCOSX wB97M-V def2-TZVPD def2/J DEFGRID3
* xyz 0 1
C 0.07369 -2.91243 -0.93410
C -0.34386 -1.63071 -0.29219
P -1.42354 -0.51403 -0.95638
C -1.14678 0.62472 0.44375
C -1.84812 1.94543 0.45040
C -0.27845 0.14731 1.34610
C 0.22984 0.83799 2.56983
C 0.22110 -1.23889 1.04323
C -0.24539 -2.22647 2.12377
H 0.81714 -2.71972 -1.71081
H -0.77133 -3.41277 -1.40676
H 0.52218 -3.59163 -0.20993
H -2.91591 1.80136 0.28408
H -1.47006 2.57265 -0.35794
H -1.71175 2.47439 1.39193
H -0.29411 1.77187 2.75545
H 1.29055 1.05883 2.45148
H 0.11583 0.20346 3.44834
H 1.31759 -1.25492 1.00562
H 0.18531 -1.97143 3.08893
H 0.05602 -3.24136 1.88103
H -1.32975 -2.19216 2.20059
C 1.80641 1.92778 -3.91960
C 1.17972 2.56648 -2.95414
H 2.83494 2.13278 -4.16908
H 1.31660 1.16655 -4.50368
H 1.65951 3.32748 -2.36036
H 0.15263 2.34745 -2.70957
*
```

**E_HOMO**: -7.97 eV
**Energy above the lowest of the compared OMol25 structures with the same formula, charge and spin**: 0.0 kcal/mol
**SMILES string**: CC1=PC(C)=C(C)[C@H]1C.C=C

Mulliken population analysis, charges in e, atoms 1 to 6:
1. C -1.271
2. C 0.364
3. P -0.233
4. C 0.964
5. C -1.217
6. C -0.598

[2]
# C4H4S2

A structure of composition C4H4S2 in a non-equilibrium geometry (ωB97M-V/def2-TZVPD, the OMol25 dataset).

```
! RIJCOSX wB97M-V def2-TZVPD def2/J DEFGRID3
* xyz 0 1
C -1.73975 -0.71686 -0.01546
C -1.83260 0.63088 -0.02786
C -0.29712 -0.80575 -0.01656
C -0.27923 0.78534 0.00248
S -3.49836 -1.03906 0.03886
S -3.55607 1.07506 -0.06303
H 0.15687 -1.08077 0.89562
H 0.21013 -1.41421 -0.93702
H 0.15691 1.42614 -0.86542
H 0.00825 1.12839 0.93175
*
```

**E_HOMO**: -8.46 eV
**Energy above the lowest of the compared OMol25 structures with the same formula, charge and spin**: 69.9 kcal/mol

Mulliken population analysis, charges in e, atoms 1 to 6:
1. C -0.046
2. C 0.025
3. C -0.147
4. C -0.307
5. S -0.166
6. S -0.179

[3]
# C14H12Cl2LuN2O4Rh

A structure of composition C14H12Cl2LuN2O4Rh in a non-equilibrium geometry (ωB97M-V/def2-TZVPD, the OMol25 dataset).

```
! RIJCOSX wB97M-V def2-TZVPD def2/J DEFGRID3
* xyz 4 5
Rh -0.60437 -0.51804 -7.27535
Lu 0.81647 0.14548 -2.52635
Cl -1.43855 -2.40141 -6.19634
Cl -0.38784 2.10805 -3.02425
C 2.53852 1.76871 -2.84328
C 0.58644 -1.57980 -8.18629
C 0.14664 1.11850 -7.46817
O 3.17921 2.64101 -3.23049
O 1.16581 -2.42248 -8.75468
O 0.60141 2.18815 -7.42591
C -1.20025 0.56541 3.78602
N -1.38115 0.48468 2.34606
N -0.43536 -0.05243 1.52283
C -0.80006 0.19496 0.24518
O 0.00591 -0.10431 -0.73184
C -2.04689 0.83684 0.27026
C -2.33775 1.05895 1.59229
C -3.45951 1.80223 2.18923
C 0.73607 -0.71634 2.00047
C 0.60598 -1.82299 2.84280
C 1.75299 -2.52839 3.21926
C 3.01110 -2.11995 2.75387
C 3.12267 -1.00918 1.90345
C 1.98529 -0.28675 1.55532
H -2.06474 1.10278 4.19672
H -0.29117 1.12067 4.07036
H -1.17076 -0.43457 4.23779
H -2.59852 1.15023 -0.60326
H -4.07698 1.17488 2.84584
H -3.14403 2.68531 2.76562
H -4.11808 2.16379 1.38969
H -0.38481 -2.14503 3.16457
H 1.64538 -3.40650 3.85562
H 3.90545 -2.65434 3.07962
H 4.08861 -0.71452 1.50315
H 2.04689 0.60639 0.93019
*
```

**E_HOMO (spin up / spin down)**: -20.32 / -20.31 eV

Mulliken population analysis, charges in e, atoms 1 to 6:
1. Rh 0.387
2. Lu 1.639
3. Cl 0.054
4. Cl -0.350
5. C 0.188
6. C 0.391

[4]
# C5H6O

An isolated molecule of C5H6O in a non-equilibrium geometry (ωB97M-V/def2-TZVPD, the OMol25 dataset).

```
! RIJCOSX wB97M-V def2-TZVPD def2/J DEFGRID3
* xyz 0 1
C -0.64607 -1.38265 0.10495
C 0.53898 -0.53017 0.08573
C 0.55685 0.53032 -1.01349
C 0.23785 0.93165 0.38413
C -0.05364 1.99848 1.07029
O -0.38553 3.03990 1.57248
H -1.68635 -0.79120 -0.04104
H -0.95878 -1.74470 1.16040
H -0.60317 -2.29512 -0.47877
H 1.47780 -0.87204 0.41297
H -0.11727 0.60355 -1.86388
H 1.63934 0.51197 -1.39376
*
```

**E_HOMO**: -8.83 eV
**Energy above the lowest of the compared OMol25 structures with the same formula, charge and spin**: 62.0 kcal/mol
**SMILES string**: C[C@H]1CC1=C=O

Mulliken population analysis, charges in e, atoms 1 to 6:
1. C -1.205
2. C -0.152
3. C -0.542
4. C -0.225
5. C 0.827
6. O -0.491

[5]
# C9H14

A cluster of 2 separate species, C9H14 in total in a non-equilibrium geometry (ωB97M-V/def2-TZVPD, the OMol25 dataset).

```
! RIJCOSX wB97M-V def2-TZVPD def2/J DEFGRID3
* xyz 0 1
C 0.34095 0.47828 2.27470
C -0.79099 0.49103 1.28824
C -2.08967 0.69847 1.69458
C -3.13580 0.67159 0.75961
C -2.81943 0.56435 -0.57630
C -1.48763 0.60306 -0.98572
C -0.45173 0.60983 -0.07059
H 0.70144 1.48827 2.53275
H 1.24815 0.04460 1.86939
H 0.11543 0.05970 3.25176
H -2.33433 0.94956 2.71391
H -4.14678 0.71461 1.13209
H -3.60400 0.52481 -1.32905
H -1.32961 0.46886 -2.04736
H 0.57832 0.54889 -0.38192
C 1.90280 -1.72490 -1.37101
C 2.88986 -0.55911 -1.64823
H 2.29002 -2.27476 -0.51525
H 0.92956 -1.26155 -1.23665
H 1.76663 -2.34735 -2.25566
H 3.57917 -0.36777 -0.83246
H 3.44245 -0.80157 -2.55598
H 2.40518 0.42110 -1.71084
*
```

**E_HOMO**: -9.00 eV
**Energy above the lowest of the compared OMol25 structures with the same formula, charge and spin**: 15.8 kcal/mol
**SMILES string**: Cc1ccccc1.CC

Mulliken population analysis, charges in e, atoms 1 to 6:
1. C -1.513
2. C 0.835
3. C -0.480
4. C -0.402
5. C -0.465
6. C -0.365

[6]
# C65H87CdN10O5P2Sb

A structure of composition C65H87CdN10O5P2Sb in a non-equilibrium geometry (ωB97M-V/def2-TZVPD, the OMol25 dataset).

```
! RIJCOSX wB97M-V def2-TZVPD def2/J DEFGRID3
* xyz -2 1
Cd 0.55480 -0.20810 0.14220
O -0.52030 0.59330 2.25740
N 0.27370 1.16730 3.08190
N 1.11650 2.02470 2.60600
O 1.22550 2.36420 1.33780
C 2.06050 2.55230 3.49570
C 1.90580 2.45220 4.88210
C 2.87180 2.97220 5.71930
C 4.00310 3.59240 5.20500
C 4.14930 3.70580 3.83040
C 3.19080 3.19610 2.98220
H 1.03160 1.95620 5.27660
H 2.74770 2.89370 6.79210
H 4.76490 3.98180 5.86740
H 5.03030 4.18170 3.42100
H 3.30200 3.24860 1.91240
C -5.66320 3.89610 1.71730
C -5.00370 4.09720 0.51600
C -4.19110 3.10490 -0.00080
C -4.02880 1.89840 0.66680
C -4.67340 1.71600 1.87840
C -5.49070 2.70500 2.39910
Sb -2.75400 0.36910 -0.25720
C -3.86700 -1.20550 0.78370
C -5.24190 -1.36170 0.71170
C -5.87500 -2.38450 1.39470
C -5.13340 -3.26780 2.16010
C -3.75890 -3.11620 2.24060
C -3.12880 -2.08940 1.55670
C -4.22090 0.42970 -1.92360
C -3.78360 0.05550 -3.18500
C -4.63460 0.03790 -4.27680
C -5.96140 0.40730 -4.12730
C -6.40720 0.81960 -2.88320
C -5.54300 0.83820 -1.79950
H -6.30370 4.67030 2.12300
H -5.12710 5.03260 -0.01720
H -3.66080 3.26440 -0.93020
H -4.52980 0.78980 2.41890
H -5.99140 2.54650 3.34440
H -5.82970 -0.68160 0.11420
H -6.95070 -2.49040 1.32270
H -5.62970 -4.07290 2.68780
H -3.17650 -3.80650 2.83550
H -2.05250 -1.98050 1.60860
H -2.74710 -0.21250 -3.30770
H -4.26520 -0.26840 -5.24950
H -6.64020 0.38190 -4.97250
H -7.43960 1.12690 -2.75120
H -5.91160 1.19970 -0.84930
O 1.27390 0.82990 -2.41080
C 0.27880 0.28720 -3.07330
O -0.72630 -0.10910 -2.54880
C 0.49960 0.20520 -4.59550
N 1.71480 0.94450 -4.95490
C 1.28800 2.10450 -5.72760
C 0.01650 1.66130 -6.45800
C -0.67610 0.84650 -5.36790
H 0.59850 -0.85920 -4.83280
H 2.35530 0.36360 -5.48210
H 1.98440 1.09300 -3.03630
H 2.08170 2.45740 -6.38700
H 1.03110 2.90320 -5.02560
H 0.26830 1.03290 -7.31460
H -0.58480 2.49500 -6.81330
H -1.36740 0.10040 -5.75330
H -1.22490 1.51640 -4.70590
C -1.67380 3.58180 2.16370
N -0.58750 4.26680 1.51470
C 0.26660 5.03120 2.38210
P -0.03280 3.57550 0.05360
O -0.53330 2.28380 -0.44570
N -0.97470 4.67000 -0.96800
C -1.61320 5.90420 -0.64940
C -0.90100 4.39360 -2.37110
N 1.48360 4.13270 -0.43310
C 1.75180 5.53710 -0.56330
C 2.53350 3.27810 -0.92170
H -1.40720 3.26320 3.17790
H -1.92260 2.69280 1.58910
H -2.56750 4.21630 2.22560
H 0.30200 4.59840 3.38830
H -0.09890 6.06660 2.47840
H 1.28090 5.05120 1.99260
H -1.63870 6.01580 0.43050
H -2.64790 5.91620 -1.02550
H -1.10030 6.78240 -1.09110
H -0.42130 3.42470 -2.49240
H -0.32060 5.15470 -2.92770
H -1.90400 4.34950 -2.82300
H 0.92840 6.11110 -0.14680
H 1.88600 5.82300 -1.61850
H 2.67310 5.80530 -0.02740
H 2.29110 2.24630 -0.67490
H 3.49340 3.53200 -0.45670
H 2.64800 3.39090 -2.01240
C 2.63780 -0.05170 0.17560
C 3.83550 0.15580 0.12360
C 5.24810 0.28730 0.11530
C 5.89260 0.52160 1.36030
C 7.22230 0.98880 1.46980
C 7.80810 1.21910 2.69230
C 7.09990 1.03300 3.87410
C 5.76780 0.63770 3.79050
C 5.17830 0.38930 2.57650
C 5.91840 0.14140 -1.13630
C 5.25590 0.46520 -2.34690
C 5.84240 0.26280 -3.57180
C 7.13100 -0.25600 -3.66960
C 7.80080 -0.59200 -2.49880
C 7.21530 -0.40930 -1.26810
H 7.78070 1.20830 0.56910
H 8.83910 1.56090 2.73240
H 7.56800 1.20980 4.83490
H 5.18700 0.52500 4.69990
H 4.14210 0.08250 2.52340
H 4.25970 0.88710 -2.27480
H 5.30310 0.52210 -4.47970
H 7.60080 -0.40060 -4.63530
H 8.80150 -1.01260 -2.55750
H 7.73940 -0.73900 -0.38280
N -0.03570 -2.33130 -0.12870
P 0.13300 -3.24730 -1.31530
N -1.16020 -3.46350 -2.45290
C -2.40880 -3.54390 -1.73950
C -3.31070 -4.59190 -2.38800
C -3.53210 -4.25740 -3.86190
C -2.18540 -4.04550 -4.55050
C -1.38800 -2.98180 -3.78160
N 0.17120 -4.92430 -0.87100
C 0.34480 -5.99670 -1.82150
C 0.08750 -7.33690 -1.13870
C 1.17130 -7.59970 -0.08390
C 1.60440 -6.28230 0.58190
C 0.46970 -5.26140 0.49660
N 1.50670 -3.09550 -2.37030
C 1.80040 -3.60090 -3.69530
C 3.17980 -4.25990 -3.78190
C 4.27940 -3.24900 -3.44490
C 3.82330 -2.32800 -2.30500
C 2.68360 -2.95700 -1.52700
H -2.92860 -2.56790 -1.73820
H -2.18810 -3.80600 -0.70170
H -4.26580 -4.63120 -1.86120
H -2.82220 -5.56590 -2.30500
H -4.12160 -3.34020 -3.94540
H -4.09680 -5.05710 -4.35440
H -2.33300 -3.73590 -5.59060
H -1.61780 -4.98180 -4.54760
H -1.98160 -2.05580 -3.76910
H -0.44710 -2.77160 -4.28430
H 1.36090 -6.02690 -2.25090
H -0.35200 -5.83780 -2.65130
H 0.08110 -8.14410 -1.87770
H -0.89590 -7.30420 -0.66680
H 2.03620 -8.07680 -0.55680
H 0.78570 -8.29590 0.66810
H 2.47970 -5.87300 0.07300
H 1.87920 -6.45500 1.62530
H 0.72360 -4.32630 1.00220
H -0.41640 -5.68660 0.99910
H 1.80620 -2.76540 -4.42570
H 1.03390 -4.31270 -4.01390
H 3.32330 -4.66360 -4.78920
H 3.22610 -5.10230 -3.08940
H 4.52420 -2.64940 -4.32580
H 5.18780 -3.78390 -3.15600
H 3.47610 -1.37230 -2.69610
H 4.65030 -2.11310 -1.63300
H 2.40500 -2.31800 -0.68530
H 3.01240 -3.92620 -1.11420
*
```

**E_HOMO**: -0.07 eV

Mulliken population analysis, charges in e, atoms 1 to 6:
1. Cd 3.214
2. O -0.077
3. N -1.739
4. N 1.144
5. O 0.803
6. C -0.390

Repeat the fourth record exactly.
# C5H6O

An isolated molecule of C5H6O in a non-equilibrium geometry (ωB97M-V/def2-TZVPD, the OMol25 dataset).

```
! RIJCOSX wB97M-V def2-TZVPD def2/J DEFGRID3
* xyz 0 1
C -0.64607 -1.38265 0.10495
C 0.53898 -0.53017 0.08573
C 0.55685 0.53032 -1.01349
C 0.23785 0.93165 0.38413
C -0.05364 1.99848 1.07029
O -0.38553 3.03990 1.57248
H -1.68635 -0.79120 -0.04104
H -0.95878 -1.74470 1.16040
H -0.60317 -2.29512 -0.47877
H 1.47780 -0.87204 0.41297
H -0.11727 0.60355 -1.86388
H 1.63934 0.51197 -1.39376
*
```

**E_HOMO**: -8.83 eV
**Energy above the lowest of the compared OMol25 structures with the same formula, charge and spin**: 62.0 kcal/mol
**SMILES string**: C[C@H]1CC1=C=O

Mulliken population analysis, charges in e, atoms 1 to 6:
1. C -1.205
2. C -0.152
3. C -0.542
4. C -0.225
5. C 0.827
6. O -0.491